{
  "formula": "C25H27Cl2N2O4SiTa",
  "method": "ωB97M-V/def2-TZVPD",
  "homo_energy_ha": -0.5222,
  "charge": 2,
  "spin_multiplicity": 1,
  "e_tot_ev": -71995.4663,
  "relative_energy_kcal_mol": 0.0,
  "orbital_gap_ev": 7.1,
  "elements": ["Ta", "O", "C", "C", "C", "C", "N", "C", "C", "C", "C", "C", "C", "O", "C", "C", "N", "H", "H", "H", "H", "H", "H", "H", "H", "H", "H", "H", "H", "Cl", "C", "C", "C", "C", "O", "C", "C", "O", "C", "H", "H", "H", "H", "Cl", "C", "H", "H", "C", "Si", "C", "C", "C", "C", "H", "H", "H", "H", "H", "H", "H", "H", "H"],
  "positions_angstrom": [[0.10, 0.42, -0.11], [2.80, -5.96, 0.37], [2.60, -5.46, -0.92], [1.94, -4.11, -0.82], [1.68, -3.37, -1.95], [1.06, -2.14, -1.82], [0.69, -1.64, -0.63], [0.96, -2.37, 0.50], [1.58, -3.60, 0.43], [0.52, -1.80, 1.80], [0.53, -2.52, 2.97], [-0.01, -1.97, 4.13], [0.00, -2.74, 5.41], [0.52, -4.02, 5.16], [-0.58, -0.70, 4.06], [-0.55, -0.02, 2.88], [0.01, -0.54, 1.76], [3.21, -6.83, 0.32], [1.95, -6.11, -1.52], [3.54, -5.33, -1.47], [1.95, -3.74, -2.93], [0.83, -1.53, -2.67], [1.80, -4.19, 1.30], [0.93, -3.52, 3.02], [-1.02, -2.77, 5.81], [0.61, -2.18, 6.14], [0.58, -4.52, 5.99], [-1.04, -0.25, 4.93], [-0.99, 0.97, 2.78], [5.14, 3.11, -4.89], [4.11, 2.61, -3.61], [4.55, 2.69, -2.28], [3.73, 2.31, -1.23], [2.46, 1.83, -1.51], [1.65, 1.46, -0.52], [2.02, 1.72, -2.83], [0.73, 1.16, -3.11], [-0.04, 0.61, -2.30], [2.85, 2.13, -3.89], [5.55, 3.06, -2.08], [4.06, 2.39, -0.21], [0.39, 1.22, -4.15], [2.50, 2.07, -4.91], [-4.60, -0.10, -0.62], [-3.00, -0.77, -1.01], [-2.94, -0.84, -2.10], [-2.93, -1.78, -0.62], [-3.67, 2.60, 1.82], [-2.65, 2.89, 0.29], [-3.68, 3.35, -1.18], [-1.31, 4.16, 0.61], [-1.73, 1.29, -0.08], [-1.89, 0.08, -0.59], [-4.23, 3.51, 2.05], [-3.08, 2.37, 2.70], [-4.39, 1.79, 1.67], [-4.14, 4.34, -1.05], [-4.48, 2.63, -1.34], [-3.07, 3.39, -2.09], [-1.68, 5.15, 0.87], [-0.68, 4.25, -0.28], [-0.67, 3.81, 1.43]],
  "mulliken_charge": [0.98, -0.50, -0.62, 0.27, -1.00, -0.36, -0.06, 0.74, -0.71, 0.86, -0.78, 0.39, -0.60, -0.49, -0.96, -0.07, -0.09, 0.33, 0.37, 0.37, 0.49, 0.64, 0.70, 0.68, 0.37, 0.37, 0.33, 0.51, 0.37, -0.15, 0.06, -0.51, -0.71, 0.14, -1.08, 1.10, -0.05, -0.70, -1.04, 0.46, 0.50, 0.44, 0.48, -0.14, -0.33, 0.33, 0.35, -0.93, -0.35, -0.92, -0.95, -0.58, 1.12, 0.39, 0.30, 0.31, 0.37, 0.31, 0.31, 0.39, 0.28, 0.28]
}

---

{
  "formula": "C25H27Cl2NO3PtS2",
  "method": "ωB97M-V/def2-TZVPD",
  "homo_energy_ha": [-0.2641, -0.3002],
  "charge": 0,
  "spin_multiplicity": 5,
  "e_tot_ev": -83953.2869,
  "relative_energy_kcal_mol": 48.4,
  "orbital_gap_ev": [7.5, 6.3],
  "elements": ["Pt", "Cl", "C", "C", "C", "C", "C", "Cl", "C", "S", "H", "H", "H", "C", "C", "C", "C", "C", "C", "C", "S", "O", "O", "O", "H", "H", "H", "H", "H", "H", "H", "C", "C", "C", "C", "C", "C", "C", "C", "C", "C", "C", "C", "N", "H", "H", "H", "H", "H", "H", "H", "H", "H", "H", "H", "H", "H", "H", "H", "H", "H"],
  "positions_angstrom": [[0.30, -0.24, -1.52], [1.40, 1.74, 0.88], [0.58, 3.27, 0.96], [1.28, 4.41, 0.60], [0.64, 5.63, 0.65], [-0.68, 5.72, 1.07], [-1.36, 4.57, 1.42], [-3.02, 4.71, 1.92], [-0.75, 3.32, 1.36], [-1.64, 1.83, 1.79], [2.31, 4.33, 0.28], [1.17, 6.53, 0.37], [-1.20, 6.67, 1.11], [4.40, -0.60, -4.32], [3.10, 0.02, -3.89], [1.89, -0.57, -4.18], [0.67, 0.01, -3.76], [0.72, 1.25, -3.09], [1.96, 1.85, -2.76], [3.12, 1.24, -3.17], [-0.82, 1.98, -2.55], [-0.53, 3.35, -2.16], [-1.86, 1.65, -3.51], [-1.84, 1.09, 0.51], [4.26, -1.63, -4.63], [5.13, -0.58, -3.51], [4.82, -0.04, -5.16], [1.86, -1.51, -4.72], [-0.27, -0.37, -4.15], [1.96, 2.78, -2.22], [4.07, 1.70, -2.94], [-3.03, -2.20, -0.31], [-2.37, -3.30, -1.15], [-2.13, -2.83, -2.59], [-1.14, -3.90, -0.52], [-1.13, -5.25, -0.20], [-0.02, -5.86, 0.37], [1.12, -5.12, 0.64], [1.20, -3.77, 0.36], [2.47, -3.01, 0.65], [2.29, -1.91, 1.69], [3.14, -2.49, -0.63], [0.05, -3.14, -0.23], [0.12, -1.86, -0.54], [-3.96, -1.89, -0.78], [-2.40, -1.31, -0.23], [-3.26, -2.56, 0.69], [-3.09, -4.12, -1.20], [-1.62, -1.87, -2.61], [-3.08, -2.73, -3.11], [-1.52, -3.55, -3.15], [-2.02, -5.83, -0.41], [-0.05, -6.92, 0.61], [1.99, -5.61, 1.08], [3.15, -3.75, 1.08], [1.65, -1.11, 1.33], [3.26, -1.47, 1.95], [1.85, -2.30, 2.61], [2.53, -1.72, -1.12], [3.31, -3.29, -1.34], [4.10, -2.04, -0.38]],
  "mulliken_charge": [0.46, -0.10, 0.73, -0.59, -0.48, -0.71, 0.59, -0.23, -0.54, 0.23, 0.42, 0.38, 0.44, -1.75, 1.16, -0.84, -0.50, -0.51, -0.22, -0.63, 1.24, -0.58, -0.67, -0.25, 0.36, 0.38, 0.41, 0.35, 0.58, 0.50, 0.41, -1.42, 0.49, -1.21, 0.65, -1.05, -1.14, -1.00, 0.85, 0.50, -1.25, -1.27, 0.89, -0.75, 0.40, 0.13, 0.41, 0.60, -0.01, 0.44, 0.37, 0.40, 0.38, 0.40, 0.52, 0.01, 0.44, 0.36, 0.00, 0.37, 0.43]
}

---

{
  "formula": "C25H27Cl2OPRh",
  "method": "ωB97M-V/def2-TZVPD",
  "homo_energy_ha": [-0.0094, -0.2011],
  "charge": -1,
  "spin_multiplicity": 5,
  "e_tot_ev": -65750.0401,
  "relative_energy_kcal_mol": 16.1,
  "orbital_gap_ev": [2.9, 5.9],
  "elements": ["Rh", "Cl", "Cl", "C", "H", "H", "C", "C", "H", "C", "H", "C", "H", "H", "C", "H", "H", "C", "H", "H", "H", "H", "O", "P", "C", "C", "C", "C", "C", "C", "C", "C", "C", "C", "C", "C", "C", "C", "C", "C", "C", "C", "H", "H", "H", "H", "H", "H", "H", "H", "H", "H", "H", "H", "H", "H", "H"],
  "positions_angstrom": [[0.27, -0.32, -0.43], [0.68, -2.45, 0.67], [-1.92, -0.87, -1.13], [0.18, 1.53, -1.00], [0.28, 1.96, -2.05], [-0.80, 1.86, -0.49], [1.96, 0.15, 0.43], [1.56, 1.36, -0.52], [1.76, 0.27, 1.51], [2.61, 1.35, -1.65], [1.69, 2.22, 0.16], [3.02, -0.06, -2.13], [2.16, 1.95, -2.45], [3.57, 1.85, -1.41], [3.82, -0.84, -1.13], [2.06, -0.58, -2.41], [3.69, 0.08, -2.96], [3.35, -0.55, 0.33], [3.78, -1.90, -1.29], [4.88, -0.59, -1.16], [3.28, -1.49, 0.99], [4.11, 0.10, 0.86], [-0.42, 1.01, 1.80], [-1.84, 1.28, 2.23], [-1.72, 2.08, 3.85], [-2.85, 2.54, 4.52], [-2.73, 3.12, 5.79], [-1.50, 3.27, 6.40], [-0.36, 2.85, 5.71], [-0.47, 2.23, 4.46], [-2.66, 2.39, 1.07], [-2.23, 3.71, 0.92], [-2.82, 4.54, -0.04], [-3.83, 4.05, -0.87], [-4.21, 2.72, -0.78], [-3.62, 1.88, 0.17], [-2.79, -0.24, 2.47], [-4.17, -0.12, 2.72], [-4.91, -1.22, 3.15], [-4.27, -2.46, 3.31], [-2.92, -2.61, 2.96], [-2.19, -1.51, 2.51], [-3.82, 2.44, 4.06], [-3.63, 3.44, 6.30], [-1.43, 3.71, 7.41], [0.60, 3.00, 6.18], [0.42, 1.86, 3.96], [-1.43, 4.09, 1.56], [-2.48, 5.57, -0.13], [-4.31, 4.71, -1.59], [-4.97, 2.31, -1.44], [-3.88, 0.83, 0.19], [-4.67, 0.85, 2.59], [-5.98, -1.11, 3.36], [-4.83, -3.31, 3.71], [-2.43, -3.59, 3.03], [-1.16, -1.65, 2.16]],
  "mulliken_charge": [0.18, -0.48, -0.41, -0.61, 0.30, -0.31, -0.82, 0.99, 0.47, -0.85, 0.28, -0.47, 0.41, 0.38, -0.77, 0.15, 0.45, -0.61, 0.31, 0.30, 0.34, 0.33, 0.12, 1.02, 0.22, -0.56, -0.51, -0.67, -0.41, -0.44, -0.51, -0.14, -0.67, -0.37, -0.80, -0.01, 0.52, -0.25, -0.78, -0.43, -0.53, -0.16, 0.18, 0.37, 0.31, 0.40, 0.24, 0.45, 0.39, 0.36, 0.39, 0.43, 0.32, 0.35, 0.33, 0.39, -0.11]
}

---

{
  "formula": "C25H27Co2O7Si",
  "method": "ωB97M-V/def2-TZVPD",
  "homo_energy_ha": -0.0454,
  "charge": -1,
  "spin_multiplicity": 1,
  "e_tot_ev": -123824.5147,
  "orbital_gap_ev": 3.7,
  "elements": ["C", "Si", "C", "C", "O", "C", "C", "C", "C", "C", "C", "C", "H", "H", "H", "H", "H", "H", "H", "H", "H", "H", "H", "H", "H", "H", "H", "H", "H", "H", "H", "H", "O", "C", "Co", "C", "O", "C", "O", "C", "C", "C", "C", "C", "C", "C", "C", "C", "Co", "C", "O", "C", "O", "C", "O", "H", "H", "H", "H", "H", "H", "H"],
  "positions_angstrom": [[-0.98, 1.94, -0.30], [-2.13, 0.97, 0.81], [-1.95, 1.62, 2.55], [-3.87, 0.96, 0.20], [-1.79, -0.72, 0.82], [-0.86, -1.63, 0.83], [-0.46, -2.23, 2.16], [0.94, -2.86, 2.11], [1.95, -1.86, 1.56], [2.19, -2.04, 0.07], [1.05, -1.54, -0.79], [-0.31, -2.17, -0.42], [-1.46, 2.91, -0.50], [-0.01, 2.14, 0.17], [-0.81, 1.44, -1.27], [-2.72, 2.38, 2.73], [-2.07, 0.83, 3.30], [-0.97, 2.09, 2.70], [-4.36, 1.93, 0.38], [-3.90, 0.76, -0.89], [-4.46, 0.18, 0.70], [-0.41, -1.37, 2.86], [1.23, -3.16, 3.13], [0.88, -3.80, 1.54], [1.59, -0.85, 1.78], [2.89, -1.98, 2.12], [3.10, -1.49, -0.21], [2.38, -3.10, -0.16], [0.96, -0.45, -0.71], [1.26, -1.77, -1.84], [-0.24, -3.26, -0.27], [-1.04, -2.01, -1.23], [-1.12, -9.08, 1.68], [-0.98, -7.92, 1.51], [-1.74, -6.29, 2.14], [-3.42, -6.81, 2.23], [-4.49, -7.25, 2.31], [-1.40, -6.75, 3.83], [-1.20, -7.18, 4.89], [-1.27, -5.13, 0.80], [-1.45, -4.52, 1.99], [-1.48, -3.23, 2.66], [-1.22, -3.44, 4.17], [-1.95, -2.70, 5.10], [-1.66, -2.84, 6.46], [-0.59, -3.64, 6.87], [0.15, -4.36, 5.93], [-0.22, -4.31, 4.58], [0.03, -6.60, 0.51], [0.58, -7.95, -0.47], [0.95, -8.82, -1.13], [1.28, -6.41, 1.77], [2.12, -6.34, 2.56], [0.67, -5.67, -0.83], [1.07, -5.12, -1.77], [-1.76, -4.79, -0.12], [-2.48, -2.78, 2.53], [-2.73, -2.02, 4.74], [-2.25, -2.28, 7.19], [-0.34, -3.73, 7.94], [1.01, -4.97, 6.21], [0.34, -4.90, 3.83]],
  "mulliken_charge": [-1.11, 0.39, -0.98, -1.06, -0.57, -0.45, 0.30, 0.18, -1.31, -0.68, -0.68, 0.42, 0.38, 0.31, 0.31, 0.37, 0.25, 0.28, 0.36, 0.26, 0.27, 0.80, 0.62, -0.61, 0.27, 0.44, 0.50, 0.13, 0.19, 0.41, -0.89, 0.36, -0.54, 0.27, -0.25, -0.08, -0.43, 0.09, -0.39, -1.92, 0.29, 1.41, 0.61, -0.48, -0.67, -0.55, -1.52, -0.17, -0.06, 0.26, -0.44, 0.18, -0.39, 0.75, -0.43, 1.17, 0.68, 0.40, 0.37, 0.35, 0.38, 0.66]
}